Entry 1:
{"formula": "C39H42N5O4RuS3Te", "method": "wB97M-V/def2-TZVPD", "e_tot_ev": -99130.971, "homo_ev": [-7.13, -7.52], "fmax_ev_per_a": 11.26, "orbital_gap_ev": [6.04, 4.23], "spin_multiplicity": 6, "species": ["Ru", "C", "S", "C", "S", "N", "N", "C", "C", "C", "C", "C", "C", "N", "H", "H", "H", "H", "H", "H", "H", "H", "C", "C", "C", "C", "C", "C", "Te", "N", "C", "O", "C", "C", "C", "C", "C", "C", "C", "C", "C", "C", "C", "C", "C", "C", "C", "C", "C", "C", "H", "H", "H", "H", "H", "H", "H", "H", "H", "H", "H", "H", "H", "H", "H", "H", "H", "H", "H", "H", "H", "H", "H", "H", "H", "H", "H", "N", "C", "C", "C", "C", "C", "C", "S", "O", "O", "O", "H", "H", "H", "H", "H", "H", "H"], "positions_angstrom": [[-1.099513, 0.700696, 1.827234], [-1.296013, 5.836196, 0.956234], [-2.663013, 4.748596, 0.507934], [-1.957913, 3.246496, 1.155334], [-1.110213, 2.207396, 0.039934], [-2.175713, 3.064596, 2.433134], [-1.670713, 1.928596, 3.096834], [-2.539013, 0.973396, 3.083934], [-2.172413, -0.360904, 3.547734], [-3.029213, -1.067504, 4.379234], [-2.613413, -2.320704, 4.820234], [-1.382613, -2.818204, 4.397734], [-0.612513, -2.040204, 3.545234], [-0.981013, -0.821204, 3.110334], [-1.539313, 6.859596, 0.658134], [-0.377813, 5.537196, 0.443434], [-1.128013, 5.821596, 2.036434], [-3.570813, 1.116496, 2.719834], [-3.972213, -0.641704, 4.699434], [-3.237913, -2.900404, 5.492934], [-1.027513, -3.788804, 4.724334], [0.351487, -2.382404, 3.180734], [3.738387, -5.006304, -4.297166], [2.747887, -4.188004, -3.521066], [2.514887, -4.440104, -2.167166], [1.588587, -3.674304, -1.442066], [1.362687, -4.006904, 0.012034], [0.878487, -2.625804, -2.083766], [-0.516113, -1.472704, -0.891666], [-1.896613, -0.679504, 0.447034], [-3.322813, -0.730204, 0.503234], [-3.859313, 0.040896, 1.283834], [-4.212413, -1.624804, -0.318366], [-3.746713, -2.696504, -1.109066], [-4.635113, -3.488604, -1.843966], [-6.004413, -3.234304, -1.802766], [-6.490813, -2.189504, -1.020866], [-5.608013, -1.394804, -0.284666], [0.292087, 0.484096, -1.360966], [1.643487, 0.814196, -1.069066], [2.603487, -0.127304, -0.394966], [2.143187, 2.078096, -1.415166], [1.331987, 3.025896, -2.041866], [1.872087, 4.376996, -2.410766], [0.001987, 2.712796, -2.323366], [-0.532513, 1.457896, -1.989966], [-1.985213, 1.199996, -2.309266], [1.109487, -2.385004, -3.464266], [0.397587, -1.325604, -4.252366], [2.043887, -3.166404, -4.160166], [4.217887, -5.780604, -3.661166], [4.532587, -4.344604, -4.702566], [3.223587, -5.514404, -5.139666], [3.056387, -5.239704, -1.675566], [1.991687, -4.860204, 0.343834], [0.300487, -4.288604, 0.169534], [1.609087, -3.141704, 0.657834], [-2.714813, -2.962404, -1.168166], [-4.258613, -4.307104, -2.444266], [-6.688513, -3.850504, -2.371966], [-7.554713, -1.993504, -0.983366], [-6.025413, -0.592104, 0.310034], [2.153487, -1.091104, -0.124866], [2.977787, 0.335196, 0.542734], [3.464587, -0.326304, -1.067566], [3.175687, 2.323096, -1.192666], [2.940387, 4.483096, -2.125266], [1.290087, 5.166396, -1.890066], [1.786087, 4.525996, -3.507766], [-0.620913, 3.458596, -2.803866], [-2.456613, 2.069496, -2.814666], [-2.550013, 1.029096, -1.376466], [-2.108713, 0.325096, -2.974666], [-0.340313, -0.781204, -3.656566], [-0.145213, -1.795304, -5.099766], [1.133487, -0.596404, -4.652166], [2.222487, -2.979804, -5.213566], [0.493987, 0.700696, 3.208734], [1.655387, 1.407896, 2.841934], [1.590587, 2.335696, 1.798034], [2.714587, 3.087196, 1.447234], [3.895987, 2.927096, 2.173134], [3.958487, 2.040196, 3.251534], [2.832887, 1.286496, 3.588634], [5.374287, 3.889596, 1.758834], [4.894287, 4.845296, 0.764234], [6.273887, 2.856596, 1.254434], [5.737187, 4.466196, 3.050734], [0.746687, -0.259104, 3.486234], [0.164087, 1.004296, 4.136834], [0.668587, 2.458996, 1.237734], [2.674887, 3.789396, 0.619434], [4.884387, 1.951696, 3.814434], [2.891587, 0.607596, 4.432934], [0.281487, 0.700696, 0.629934]], "forces_ev_per_angstrom": [[4.3, -0.7, -10.4], [0.4, 0.3, 0.2], [0.1, 0.0, -0.1], [-0.4, 0.0, 2.2], [-1.8, 1.7, 4.4], [-0.4, 1.4, -0.6], [1.0, 5.4, 1.3], [-5.3, -1.2, 1.7], [-0.9, -0.6, 2.2], [0.4, -0.8, 0.2], [-0.1, 0.1, -0.1], [-0.1, 0.3, 0.0], [0.1, 0.1, -0.4], [-3.7, -5.6, 2.7], [-0.1, -0.2, 0.0], [-0.1, 0.0, 0.1], [-0.1, -0.1, -0.2], [0.8, 0.2, 1.0], [0.1, 0.1, -0.1], [0.1, 0.1, -0.1], [0.0, 0.1, -0.1], [0.0, -0.1, -0.1], [0.4, -0.3, -0.2], [-0.1, 0.1, 0.1], [-0.5, 0.7, -0.3], [-0.1, 0.1, -0.2], [0.0, -0.3, 0.4], [1.8, -1.3, -1.2], [0.3, 1.0, -0.5], [-3.2, -0.6, 0.5], [1.7, -0.5, -0.8], [-0.8, -0.3, -0.6], [-0.2, -0.6, -0.6], [-1.0, 0.2, 0.1], [-0.1, 0.4, 0.3], [0.3, 0.1, 0.1], [0.6, 0.0, 0.1], [0.2, -0.3, -0.3], [0.4, 0.2, -0.9], [0.2, 0.0, -0.4], [0.4, -0.1, 0.2], [-0.8, -0.5, -0.1], [-0.2, -0.1, -0.2], [0.4, 0.4, -0.1], [1.2, -0.8, -0.7], [0.5, -0.7, -2.0], [-0.6, -0.3, -0.7], [-0.1, -0.2, 0.5], [-0.2, 0.3, -0.4], [-0.1, -0.2, 1.0], [-0.3, 0.5, -0.4], [-0.4, -0.5, 0.1], [0.4, 0.3, 0.4], [0.0, 0.0, 0.1], [-0.4, 0.5, -0.3], [0.6, 0.2, 0.1], [-0.2, -0.4, -0.2], [0.4, 0.0, 0.1], [0.0, 0.0, 0.0], [0.0, 0.0, 0.0], [0.0, 0.0, 0.0], [0.3, 0.0, 0.0], [0.1, 0.3, -0.2], [0.0, -0.2, -0.6], [-0.4, 0.1, 0.5], [0.0, -0.1, 0.0], [-0.7, 0.0, -0.1], [0.4, -0.3, -0.4], [0.0, 0.1, 0.6], [-0.1, -0.1, 0.1], [0.4, -0.4, 0.3], [0.1, -0.2, -0.7], [0.0, 0.3, 0.3], [0.2, -0.1, -0.2], [0.4, 0.3, 0.4], [-0.5, -0.4, 0.2], [-0.1, 0.1, 0.0], [3.2, -0.2, 3.1], [1.7, 1.9, -0.2], [0.5, 0.0, 0.3], [0.2, -0.4, 0.7], [-0.1, 0.3, -0.2], [-0.6, -0.2, -0.2], [0.5, 0.2, -0.4], [-0.3, -0.1, 0.3], [0.2, -0.3, 0.2], [-0.1, 0.4, 0.1], [0.1, -0.2, -0.6], [0.7, 0.8, -0.7], [-0.1, 0.6, -0.5], [0.8, 0.3, 0.5], [0.1, 0.0, 0.3], [-0.2, 0.0, -0.1], [-0.1, -0.1, 0.0], [-0.8, -0.2, 0.6]]}

Entry 2:
{"formula": "C39H43As2ClEuSi2", "method": "wB97M-V/def2-TZVPD", "e_tot_ev": -210416.193, "homo_ev": [-9.35, -9.02], "fmax_ev_per_a": 2.86, "orbital_gap_ev": [6.03, 5.48], "spin_multiplicity": 7, "charge": 1, "species": ["C", "C", "C", "H", "C", "C", "H", "H", "H", "H", "Eu", "Si", "C", "C", "H", "C", "H", "C", "H", "C", "H", "C", "H", "C", "C", "H", "C", "H", "C", "H", "C", "H", "C", "H", "H", "Si", "C", "C", "H", "C", "H", "C", "H", "C", "H", "C", "H", "C", "C", "H", "C", "H", "C", "H", "C", "H", "C", "H", "H", "Cl", "C", "As", "C", "C", "C", "C", "C", "C", "C", "As", "C", "C", "H", "H", "H", "H", "H", "H", "H", "H", "H", "H", "H", "H", "H", "H", "H", "H"], "positions_angstrom": [[-2.254525, -1.780731, 3.601119], [-3.105227, -1.198034, 2.612325], [-3.287328, -2.161343, 1.570068], [-3.559921, -0.208786, 2.682122], [-2.540014, -3.329090, 1.915597], [-1.902347, -3.090717, 3.166686], [-1.310730, -3.813499, 3.731219], [-1.972589, -1.332941, 4.553862], [-3.931190, -2.029461, 0.702363], [-2.520314, -4.263194, 1.350605], [-0.713689, -1.326209, 1.341205], [-0.943832, -1.180809, -3.269090], [-0.605273, 0.444210, -4.240390], [0.693946, 0.668760, -4.718534], [1.503369, -0.032534, -4.496400], [0.983638, 1.775609, -5.520039], [1.996522, 1.919004, -5.893743], [-0.018474, 2.697810, -5.828383], [0.205314, 3.558764, -6.461396], [-1.302280, 2.512808, -5.307645], [-2.067805, 3.258498, -5.514845], [-1.590784, 1.402091, -4.513579], [-2.600845, 1.275596, -4.116601], [-0.151870, -2.409464, -4.472528], [-0.532714, -2.366009, -5.832182], [-1.355212, -1.711802, -6.129013], [0.173951, -3.082779, -6.806360], [-0.110750, -3.007479, -7.860705], [1.273121, -3.869380, -6.429210], [1.855024, -4.400408, -7.186631], [1.623555, -3.965489, -5.075268], [2.481940, -4.570827, -4.763900], [0.895649, -3.265235, -4.106101], [1.184368, -3.348993, -3.060650], [-2.408943, -1.365623, -3.251890], [2.042528, 1.639975, -1.604141], [1.276362, -0.128035, -1.446490], [-0.160797, -0.486661, -1.590861], [-0.874590, 0.335115, -1.439895], [-0.625169, -1.842328, -1.300792], [-1.673782, -2.059159, -1.024059], [0.356027, -2.790340, -0.829336], [0.023754, -3.801019, -0.561557], [1.679777, -2.411873, -0.658321], [2.404714, -3.110011, -0.236258], [2.137131, -1.124435, -1.028001], [3.203925, -0.892126, -0.933084], [0.587100, 2.805442, -1.628989], [-0.490378, 2.550172, -0.769442], [-0.379199, 1.814771, 0.030864], [-1.711660, 3.207023, -0.923653], [-2.570091, 2.882597, -0.329737], [-1.805555, 4.289630, -1.795450], [-2.727649, 4.865371, -1.862046], [-0.687917, 4.655205, -2.553138], [-0.736879, 5.533958, -3.197199], [0.488916, 3.892953, -2.505280], [1.330867, 4.139346, -3.163790], [3.005757, 1.889816, -2.627598], [3.086141, 1.972211, 0.165814], [3.085036, -0.570402, 3.680907], [1.311829, -1.409760, 3.757775], [1.792358, -2.953942, 4.837566], [0.570117, -0.249071, 5.206909], [0.771411, -0.521303, 6.558045], [0.245227, 0.346999, 7.530394], [-0.482789, 1.477200, 7.155420], [-0.691116, 1.756312, 5.794181], [-0.157429, 0.904540, 4.831143], [-0.190923, 1.436064, 2.909640], [-1.807350, 2.538701, 2.889590], [1.110325, 2.887171, 3.174435], [3.316664, -0.402381, 2.620187], [3.803049, -1.263298, 4.136231], [3.061688, 0.383027, 4.221137], [2.794611, -2.789968, 5.242252], [1.056016, -3.108299, 5.630398], [1.790782, -3.802705, 4.142001], [1.343437, -1.396610, 6.863390], [0.417087, 0.133830, 8.586756], [-0.889812, 2.152534, 7.909494], [-1.265026, 2.634583, 5.493980], [-1.518601, 3.571388, 3.109984], [-2.231639, 2.472286, 1.881707], [-2.512334, 2.153904, 3.633690], [1.861635, 2.546120, 3.894874], [0.581752, 3.768290, 3.547450], [1.570963, 3.074866, 2.200775]], "forces_ev_per_angstrom": [[-0.2, -0.1, -0.4], [0.3, -0.5, 0.1], [0.3, 0.2, 0.4], [0.0, -0.4, -0.1], [0.0, 0.4, 0.0], [-0.2, 0.3, -0.3], [-0.2, 0.3, -0.2], [-0.1, -0.1, -0.3], [0.1, -0.1, 0.2], [0.0, 0.3, 0.2], [0.3, 0.1, 0.6], [0.3, 0.9, -2.7], [-0.2, 0.0, 0.0], [0.0, 0.3, -0.2], [-0.3, 0.0, -0.1], [-0.1, 0.0, 0.2], [-0.2, 0.0, 0.0], [-0.1, -0.2, 0.2], [-0.1, -0.3, 0.2], [0.3, 0.2, 0.0], [0.1, -0.2, 0.0], [0.1, -0.1, -0.1], [0.2, 0.0, -0.1], [0.3, -0.6, 0.4], [0.3, 0.2, 0.2], [0.2, -0.2, 0.0], [0.0, 0.0, 0.4], [0.1, 0.0, 0.5], [-0.1, 0.1, 0.4], [-0.2, 0.2, 0.3], [-0.1, 0.0, -0.2], [-0.4, 0.2, -0.2], [0.1, 0.2, -0.4], [0.0, 0.0, -0.3], [0.0, 0.2, 0.4], [-1.6, -0.2, 0.9], [0.8, -0.6, 0.2], [-0.2, 1.1, 0.2], [0.2, -0.3, -0.1], [0.4, -2.0, 1.5], [0.4, 0.2, -0.4], [0.1, 0.3, -0.2], [0.2, 0.4, -0.1], [-0.6, -1.5, 0.3], [-0.3, 0.0, -0.2], [-0.3, 1.7, -0.4], [-0.4, -0.2, 0.1], [0.1, 0.3, 0.0], [-0.3, 0.1, -0.2], [-0.1, 0.0, -0.3], [0.2, 0.0, 0.4], [0.2, 0.3, -0.1], [0.4, 0.0, -0.2], [0.2, -0.2, -0.1], [0.1, -0.1, 0.1], [0.0, -0.3, 0.1], [-0.3, 0.0, -0.1], [-0.4, -0.1, 0.2], [0.5, -0.1, -0.7], [0.0, -0.2, 0.0], [0.0, 0.0, -0.5], [-0.1, 0.6, 1.1], [-0.1, -0.3, -0.4], [-0.3, 0.3, -0.5], [-0.2, 0.4, 0.1], [0.1, 0.0, -0.2], [0.0, -0.1, -0.3], [0.2, -0.3, 0.4], [0.2, -0.3, -0.4], [-0.1, 0.2, 1.3], [0.0, -0.1, -0.2], [0.2, -0.3, -0.5], [0.2, 0.1, 0.4], [-0.1, 0.4, -0.2], [0.1, -0.3, -0.2], [-0.3, -0.2, 0.1], [0.2, -0.1, -0.2], [0.1, 0.0, 0.5], [-0.2, 0.2, 0.0], [-0.1, 0.1, -0.3], [0.1, -0.2, -0.2], [0.2, -0.2, 0.2], [-0.3, -0.2, -0.1], [-0.1, 0.2, 0.3], [0.0, 0.1, -0.3], [-0.1, 0.2, -0.2], [0.2, -0.2, 0.0], [0.1, 0.3, 0.3]]}